Below is one molecule with the formula C4H6N2OS at a distorted geometry, with properties calculated with ωB97M-V with the def2-TZVPD basis set.

The geometry in XYZ format:
```
14
Properties=species:S:1:pos:R:3:forces:R:3:nbo_charge:R:1
C -0.777 0.034 1.017 0.21 -0.39 -0.03 -0.26
C -1.167 -0.257 -1.073 0.76 1.21 0.60 -0.23
C 0.121 -0.060 -0.212 0.20 0.06 -0.35 0.12
C 2.516 0.097 0.095 1.11 -0.16 0.66 -0.17
H -0.566 0.879 1.642 -0.02 0.69 0.26 0.20
H -0.728 -0.847 1.649 -0.11 -0.42 -0.01 0.18
H -2.748 -0.442 0.399 0.97 0.64 -0.48 0.37
H -1.192 0.432 -1.933 -0.17 -0.03 0.47 0.21
H -1.338 -1.236 -1.448 -0.07 -1.08 -0.08 0.19
H 3.524 0.070 0.487 0.07 -0.45 -0.24 0.23
N -1.933 0.148 0.136 -1.59 -0.52 -0.10 -0.61
N 2.064 1.251 -0.094 -0.88 0.90 -0.20 -0.10
O 0.730 1.200 -0.514 0.06 -0.30 -0.27 -0.37
S 1.494 -1.270 -0.151 -0.53 -0.15 -0.24 0.24
```
Forces are in eV/Å.

Its SMILES is C1=NOC2(CNC2)S1. Its relative energy (zero: lowest compared OMol25 entry of this formula, charge and spin) is 403.0 kJ/mol. As for the spin multiplicity: 1. The net charge is 0. The HOMO energy is -8.87 eV.

Below is one molecule with the formula C4H6N2OS2 at a distorted geometry, with properties calculated with ωB97M-V with the def2-TZVPD basis set.

The geometry in XYZ format:
```
15
Properties=species:S:1:pos:R:3:forces:R:3:nbo_charge:R:1
C 0.054 1.475 -0.240 0.17 0.19 -0.04 -0.04
C -1.742 -0.092 0.146 -0.16 0.52 -0.26 0.67
C -1.241 1.018 -0.787 -0.09 -0.32 0.16 -0.55
C 0.635 -0.727 0.300 -0.74 -0.65 -0.93 -0.04
N -0.742 -0.954 0.462 0.10 -0.26 0.32 -0.62
N 0.964 0.561 0.024 0.16 0.01 0.50 -0.39
O -2.867 -0.177 0.576 -0.38 -0.11 0.05 -0.60
S 2.641 0.925 0.349 -0.19 0.25 -0.16 0.19
S 1.583 -2.045 -0.426 -0.22 -0.03 0.13 0.01
H 0.275 2.505 -0.018 0.11 0.09 -0.01 0.21
H -1.969 1.825 -0.832 0.02 -0.12 0.02 0.25
H -1.122 0.573 -1.783 0.00 0.08 -0.05 0.23
H 2.672 -0.412 0.524 1.18 0.23 0.25 0.14
H -1.004 -1.772 0.994 -0.04 0.16 0.00 0.42
H 1.863 -2.701 0.712 0.07 -0.04 0.01 0.12
```
Forces are in eV/Å.

Its relative energy (zero: lowest compared OMol25 entry of this formula, charge and spin) is 193.4 kJ/mol. As for the spin multiplicity: 1. The net charge is 0. The HOMO energy (spin up / spin down) is -7.25 / -7.25 eV.

Below is a 2-piece molecular cluster, C4H6N2PS overall at a distorted geometry, with properties calculated with ωB97M-V with the def2-TZVPD basis set.

The geometry in XYZ format:
```
14
Properties=species:S:1:pos:R:3:forces:R:3:nbo_charge:R:1
C -0.272 0.288 -2.027 2.89 -1.61 -1.44 -0.11
C 0.696 -0.467 -1.327 0.35 -1.15 -2.36 -0.11
C -0.679 0.274 0.114 -0.23 -0.71 1.06 0.34
C -1.336 0.500 1.441 -1.35 0.18 0.26 -0.66
N -1.147 0.742 -1.095 2.48 -1.36 0.68 -0.50
N 0.413 -0.495 -0.014 -1.34 1.44 0.51 -0.52
P 4.578 -1.232 2.241 -3.07 -0.94 -1.34 0.83
S 2.912 -1.773 1.520 2.71 1.07 1.16 0.14
H -0.234 0.478 -3.135 -0.65 -0.03 1.59 0.24
H 1.501 -1.219 -1.698 -1.49 1.95 0.21 0.20
H -2.334 1.074 1.236 1.66 -1.30 0.88 0.23
H -1.436 -0.476 2.047 -0.35 1.43 -1.28 0.24
H -0.697 1.116 2.092 -0.25 0.14 -0.36 0.23
H -1.964 1.189 -1.395 -1.37 0.89 0.43 0.43
```
Forces are in eV/Å.

Its relative energy (zero: lowest compared OMol25 entry of this formula, charge and spin) is 95.6 kJ/mol. As for the spin multiplicity: 1. The net charge is +1. The HOMO energy is -11.16 eV.

Below is one molecule with the formula C4H6N2S at a distorted geometry, with properties calculated with ωB97M-V with the def2-TZVPD basis set.

The geometry in XYZ format:
```
13
Properties=species:S:1:pos:R:3:forces:R:3:nbo_charge:R:1
C 2.101 -0.724 -0.067 0.21 1.76 0.38 0.22
C -1.119 -1.044 -0.325 1.52 -0.35 0.08 -0.05
C -0.650 0.968 0.853 0.72 -0.75 2.84 -0.38
C 1.411 0.326 -0.685 -0.78 0.08 -2.58 -0.72
N 2.782 -1.400 0.564 0.29 -1.29 0.48 -0.37
N -1.528 0.113 0.124 -0.55 1.41 -2.46 -0.50
S 0.783 1.777 -0.060 -0.77 -0.54 0.26 0.29
H -1.458 -1.362 -1.291 -0.26 -0.40 -0.07 0.21
H -0.587 -1.693 0.349 0.30 -0.15 -0.09 0.21
H -1.268 1.673 1.438 0.70 -0.09 -0.23 0.23
H 0.021 0.305 1.525 -1.76 0.92 -0.64 0.23
H 1.573 0.500 -1.768 -0.01 -0.84 0.70 0.25
H -2.061 0.562 -0.654 0.39 0.23 1.32 0.40
```
Forces are in eV/Å.

Its relative energy (zero: lowest compared OMol25 entry of this formula, charge and spin) is 370.8 kJ/mol. As for the spin multiplicity: 1. The net charge is 0. The HOMO energy (spin up / spin down) is -7.41 / -7.65 eV.

Below is one molecule with the formula C4H6N2S at a distorted geometry, with properties calculated with ωB97M-V with the def2-TZVPD basis set.

The geometry in XYZ format:
```
13
Properties=species:S:1:pos:R:3:forces:R:3:nbo_charge:R:1
C -0.156 1.793 -0.031 4.33 -0.22 1.83 -0.44
C -1.573 -0.149 -0.129 2.60 0.16 -1.04 0.19
C -0.082 -1.781 -0.050 -1.45 -0.98 0.33 -0.09
C 0.678 -0.653 0.187 -2.61 1.74 -3.43 -0.09
H -1.067 2.322 0.327 1.00 -0.04 -0.89 0.24
H 0.590 2.098 -0.845 -2.09 0.51 0.44 0.22
H 0.637 1.694 0.797 -1.21 1.75 -0.33 0.22
H -2.427 0.407 -0.404 -0.87 0.62 0.25 0.20
H 0.245 -2.897 -0.203 -0.76 2.57 0.61 0.23
H 2.547 -1.545 0.808 0.60 2.99 -2.39 0.20
N -0.341 0.389 -0.109 0.50 -0.58 0.88 -0.37
N -1.480 -1.409 -0.144 1.28 -4.73 0.24 -0.47
S 2.431 -0.270 -0.205 -1.34 -3.79 3.49 -0.03
```
Forces are in eV/Å.

Its SMILES is Cn1cncc1S. Its relative energy (zero: lowest compared OMol25 entry of this formula, charge and spin) is 327.7 kJ/mol. As for the spin multiplicity: 1. The net charge is 0. The HOMO energy is -8.63 eV.

Below is one molecule with the formula C4H6N2Se at a distorted geometry, with properties calculated with ωB97M-V with the def2-TZVPD basis set.

The geometry in XYZ format:
```
13
Properties=species:S:1:pos:R:3:forces:R:3:nbo_charge:R:1
C -1.913 -0.128 0.300 -1.87 -1.44 1.07 -0.07
C -2.045 -1.500 0.230 0.59 0.86 0.45 -0.13
C -0.001 -0.848 -0.152 1.55 0.70 1.41 0.18
C 1.981 1.295 0.115 1.48 -1.46 2.93 -0.76
N -0.656 0.239 0.104 0.67 0.72 -0.87 -0.52
N -0.735 -1.971 0.074 -0.19 0.63 -1.42 -0.54
Se 1.898 -0.653 -0.107 1.10 -0.81 -0.99 0.28
H -2.591 0.571 0.757 -0.55 0.07 -0.55 0.21
H -2.910 -2.100 0.355 -0.27 -0.60 0.09 0.22
H 0.970 1.322 0.469 -0.34 1.34 0.49 0.27
H 2.799 1.438 0.927 -1.70 -0.21 -1.12 0.22
H 2.220 1.960 -0.657 0.03 0.31 -1.67 0.22
H -0.388 -2.865 -0.238 -0.49 -0.13 0.17 0.42
```
Forces are in eV/Å.

Its SMILES is C[Se]c1ncc[nH]1. Its relative energy (zero: lowest compared OMol25 entry of this formula, charge and spin) is 38.3 kJ/mol. As for the spin multiplicity: 1. The net charge is 0. The HOMO energy is -7.82 eV.

Below is an isolated ion of composition C4H6N3 and charge +1 at a distorted geometry, with properties calculated with ωB97M-V with the def2-TZVPD basis set.

The geometry in XYZ format:
```
13
Properties=species:S:1:pos:R:3:forces:R:3:nbo_charge:R:1
C -1.450 1.125 -0.167 -1.70 -0.66 1.10 0.10
C -0.775 -0.164 -0.204 4.95 -1.32 -1.34 0.38
C 1.749 -0.057 0.581 1.16 -1.41 1.46 -0.65
C 0.875 -0.532 -0.527 -5.50 -0.39 2.73 -0.37
N -2.722 0.821 0.075 -0.34 2.97 -0.58 -0.18
N -1.756 -1.073 -0.046 0.54 -2.31 -0.04 -0.15
N -2.743 -0.441 0.290 0.25 0.14 0.23 0.36
H -0.980 2.065 -0.322 -0.24 0.81 -0.13 0.27
H 2.208 0.824 0.241 0.46 1.63 0.18 0.24
H 1.221 0.066 1.608 1.05 -0.29 -1.87 0.24
H 2.654 -0.772 0.666 -1.66 0.87 0.20 0.27
H 0.961 -0.300 -1.517 0.89 1.98 -2.63 0.25
H 0.760 -1.561 -0.677 0.15 -2.01 0.67 0.24
```
Forces are in eV/Å.

Its SMILES is CCC1=NN=[N+]=C1. Its relative energy (zero: lowest compared OMol25 entry of this formula, charge and spin) is 733.8 kJ/mol. As for the spin multiplicity: 1. The net charge is +1. The HOMO energy (spin up / spin down) is -16.67 / -16.75 eV.

Below is an isolated ion of composition C4H6N3 and charge +1 at a distorted geometry, with properties calculated with ωB97M-V with the def2-TZVPD basis set.

The geometry in XYZ format:
```
13
Properties=species:S:1:pos:R:3:forces:R:3:nbo_charge:R:1
C -1.346 1.624 -0.011 0.43 -2.78 -0.06 0.33
C 0.432 -0.166 -0.010 -3.23 2.38 -0.13 0.40
C 2.776 0.520 0.007 0.19 -0.28 -0.17 -0.03
C -1.967 -0.647 -0.064 -0.60 -1.17 -0.08 -0.07
N -2.134 0.733 -0.042 0.46 1.61 0.11 -0.29
N 1.614 0.060 -0.168 1.61 -0.12 0.10 -0.35
N -0.526 -1.027 -0.009 0.39 -0.53 0.17 -0.59
H -1.172 2.670 0.014 0.24 0.70 0.00 0.26
H 3.382 0.715 -0.865 0.13 0.08 -0.06 0.21
H 3.180 0.670 0.998 -0.02 0.00 0.14 0.21
H -2.505 -1.088 0.785 0.19 0.08 -0.16 0.25
H -2.411 -1.036 -0.991 0.15 0.07 0.22 0.25
H -0.389 -2.026 0.081 0.06 -0.04 -0.08 0.43
```
Forces are in eV/Å.

Its relative energy (zero: lowest compared OMol25 entry of this formula, charge and spin) is 385.5 kJ/mol. As for the spin multiplicity: 1. The net charge is +1. The HOMO energy (spin up / spin down) is -12.83 / -12.83 eV.

Below is an isolated ion of composition C4H6N3 and charge +1 at a distorted geometry, with properties calculated with ωB97M-V with the def2-TZVPD basis set.

The geometry in XYZ format:
```
13
Properties=species:S:1:pos:R:3:forces:R:3:nbo_charge:R:1
C 0.839 1.085 1.699 0.88 -0.07 -0.34 0.10
C 1.372 0.017 0.833 -0.15 0.13 0.65 0.10
C 0.005 -0.415 -1.207 0.19 -0.33 0.14 0.30
C -1.244 -1.288 -1.332 0.89 1.73 -0.61 -0.67
N -0.284 1.715 1.365 4.96 -7.24 -1.52 -0.23
N -1.089 2.478 1.302 -5.62 6.46 0.42 0.10
N 0.780 -0.396 -0.208 -1.16 0.18 -0.16 -0.24
H 1.399 1.392 2.562 0.49 -0.07 0.49 0.23
H 2.299 -0.508 1.058 -0.02 0.33 0.40 0.26
H 0.400 0.233 -1.972 -0.34 0.24 -0.79 0.24
H -2.069 -0.626 -1.768 1.02 -0.99 0.77 0.28
H -1.041 -2.121 -2.032 -0.16 0.33 0.49 0.29
H -1.365 -1.566 -0.299 -0.96 -0.71 0.07 0.25
```
Forces are in eV/Å.

Its relative energy (zero: lowest compared OMol25 entry of this formula, charge and spin) is 64.4 kJ/mol. As for the spin multiplicity: 3. The net charge is +1. The HOMO energy (spin up / spin down) is -10.86 / -17.27 eV.

Below is an isolated ion of composition C4H6N3O and charge +1 at a distorted geometry, with properties calculated with ωB97M-V with the def2-TZVPD basis set.

The geometry in XYZ format:
```
14
Properties=species:S:1:pos:R:3:forces:R:3:nbo_charge:R:1
C -0.542 -1.366 0.373 0.40 3.14 0.07 0.36
C -0.524 0.895 0.687 2.92 -2.02 -3.21 0.66
C 0.492 -1.330 -0.678 -3.36 -0.57 -1.60 -0.58
C 1.042 -0.028 -1.051 0.01 -0.05 0.41 0.22
N -0.935 -0.301 1.065 -0.99 -3.61 -0.31 -0.50
N 0.519 1.094 -0.337 0.73 1.37 2.19 -0.21
N -0.858 1.951 1.271 -1.45 1.45 2.53 -0.62
O 0.194 0.916 -1.688 -0.04 -0.99 -1.18 -0.28
H -0.970 -2.337 0.443 -0.77 -0.50 1.10 0.23
H 1.248 -1.972 -0.446 2.36 -1.84 1.25 0.28
H 0.057 -1.973 -1.515 0.25 1.16 0.40 0.30
H 2.127 -0.197 -1.223 -0.67 1.60 -0.43 0.23
H -1.461 1.851 2.143 0.94 0.63 -1.58 0.47
H -0.390 2.797 0.955 -0.35 0.23 0.37 0.46
```
Forces are in eV/Å.

Its SMILES is [NH2+]=C1N=CC[C@H]2ON12. Its relative energy (zero: lowest compared OMol25 entry of this formula, charge and spin) is 285.4 kJ/mol. As for the spin multiplicity: 1. The net charge is +1. The HOMO energy is -14.46 eV.

The highest relative energy (zero: lowest compared OMol25 entry of this formula, charge and spin) belongs to which entry?
number 7